# 1
Entry from the Open Molecules 2025 dataset: a 3-piece molecular cluster, C3H14N2O2 overall (wB97M-V/def2-TZVPD).

The value obtained for the HOMO energy is -9.56 eV. As for the HOMO-LUMO gap: 10.2672 eV. Its charge is 0. The calculation puts the energy above the lowest of the compared OMol25 structures with the same formula, charge and spin at 14.5 kcal per mole. Its SMILES is NCCCN.O.O.

Atoms and positions in Å:
N (-3.4700, 0.6978, 0.9506)
C (-2.7111, 0.7298, -0.2906)
C (-1.1992, 0.7149, -0.0240)
C (-0.4367, -0.1385, -1.0503)
N (0.9919, 0.1966, -1.0354)
H (-4.4172, 1.0147, 0.7854)
H (-3.5742, -0.2358, 1.3353)
H (-2.9580, -0.0912, -0.9441)
H (-2.9340, 1.6568, -0.8243)
H (-1.0148, 0.1878, 0.9155)
H (-0.8313, 1.7320, 0.1191)
H (-0.5573, -1.1878, -0.8284)
H (-0.8544, 0.0713, -2.0484)
H (1.0955, 1.1920, -1.1787)
H (1.5011, -0.2504, -1.7915)
O (2.6295, -0.1168, 1.3919)
H (2.0840, -0.7591, 1.8553)
H (2.1950, 0.1309, 0.5522)
O (5.2079, -1.7185, 0.6296)
H (4.7326, -2.4853, 0.2813)
H (4.5206, -1.3411, 1.1995)


# 2
Entry from the Open Molecules 2025 dataset: a 2-piece molecular cluster, C2H8N4O overall (wB97M-V/def2-TZVPD).

The value obtained for the HOMO energy (alpha / beta) is -8.41 / -8.20 eV. As for the HOMO-LUMO gap (alpha / beta): 9.0701 / 7.6783 eV. Its charge is 0. The calculation puts the energy above the lowest of the compared OMol25 structures with the same formula, charge and spin at 190.7 kcal per mole.

Atoms and positions in Å:
C (1.5648, 1.2707, -0.1137)
C (-1.8271, -0.1550, -1.0360)
N (2.2311, -0.0658, -0.1607)
N (1.8767, -1.1389, 0.2310)
N (0.8369, -1.5340, 0.8127)
N (-0.9585, 0.0901, 1.0983)
O (-1.8833, -0.4627, 0.3049)
H (0.6072, 1.1587, -0.5332)
H (2.1830, 1.9349, -0.6835)
H (1.4489, 1.6240, 0.8688)
H (-2.6495, -0.6712, -1.4212)
H (-0.8374, -0.4222, -1.4565)
H (-2.0106, 0.9383, -1.0530)
H (0.7321, -2.4721, 1.0874)
H (-1.3143, -0.0949, 2.0546)


# 3
Entry from the Open Molecules 2025 dataset: a 2-piece molecular cluster, C3H3N3O overall (wB97M-V/def2-TZVPD).

The value obtained for the HOMO energy (alpha / beta) is -9.01 / -9.01 eV. As for the HOMO-LUMO gap (alpha / beta): 8.6090 / 8.6103 eV. Its charge is 0. The calculation puts the energy above the lowest of the compared OMol25 structures with the same formula, charge and spin at 125.9 kcal per mole.

Atoms and positions in Å:
N (2.3634, 0.1113, 0.3331)
C (1.3615, -0.5925, 0.1232)
N (0.1585, 1.8781, -0.2571)
N (-0.5502, 1.0030, -0.1856)
O (-2.3192, 0.4044, 1.1818)
C (-1.7789, 0.2485, 0.1326)
C (0.1650, -1.0306, -0.0367)
H (2.9060, 0.3391, -0.4987)
H (-2.0578, -0.3342, -0.7470)
H (-0.2483, -2.0272, -0.0456)


# 4
Entry from the Open Molecules 2025 dataset: one molecule with the formula C7H12 (wB97M-V/def2-TZVPD).

The value obtained for the HOMO energy is -9.06 eV. As for the HOMO-LUMO gap: 10.1280 eV. Its charge is 0. The calculation puts the energy above the lowest of the compared OMol25 structures with the same formula, charge and spin at 48.9 kcal per mole. Its SMILES is CC#CCCCC.

Atoms and positions in Å:
C (3.5008, -0.3424, 1.5887)
C (2.7291, 0.2557, 0.5010)
C (1.8816, 0.2873, -0.3558)
C (0.6558, -0.1830, -0.9919)
C (-0.6331, 0.4860, -0.4540)
C (-1.9075, -0.3085, -0.7501)
C (-3.1890, 0.3523, -0.2324)
H (3.1700, 0.0525, 2.5522)
H (4.5767, -0.2004, 1.4922)
H (3.2906, -1.4222, 1.5831)
H (0.9048, -1.2218, -0.6863)
H (0.6335, -0.2420, -2.0813)
H (-0.5377, 0.6601, 0.6263)
H (-0.7273, 1.4895, -0.9035)
H (-1.8118, -1.3067, -0.3038)
H (-1.9941, -0.4586, -1.8353)
H (-3.1605, 0.4868, 0.8560)
H (-3.3477, 1.3394, -0.6847)
H (-4.0660, -0.2631, -0.4665)


# 5
Entry from the Open Molecules 2025 dataset: a 3-piece molecular cluster, C37H35BBrNO11P overall (wB97M-V/def2-TZVPD).

The value obtained for the HOMO energy is -11.36 eV. As for the HOMO-LUMO gap: 7.6223 eV. Its charge is +1.

Atoms and positions in Å:
C (-1.2496, 0.4734, -3.8668)
C (-1.1334, -0.9554, -3.1602)
O (-2.0581, -1.1679, -2.0701)
C (-1.7003, -0.3480, -0.9169)
C (-1.4337, -1.3179, 0.3469)
C (-2.6062, -2.4385, 0.2741)
C (-4.0395, -1.7661, 0.3061)
O (-4.7647, -1.8197, -0.6925)
O (-4.4991, -1.1206, 1.4835)
C (-0.0537, -2.1174, 0.1430)
N (1.0506, -1.7050, 1.1080)
P (0.8102, -2.6739, 2.5897)
O (1.9366, -2.3121, 3.8053)
Br (1.3144, -4.8397, 2.0169)
C (0.9172, -0.2154, 1.2691)
B (2.2400, 0.5289, 1.9204)
O (1.9782, 1.6805, 2.7676)
O (3.5931, 0.1033, 1.6705)
C (-0.4738, 0.1584, 1.9919)
O (-1.6010, -0.6661, 1.6212)
H (-1.4895, 1.2814, -3.1042)
H (-0.2094, 0.7117, -4.2929)
H (-2.0047, 0.5029, -4.7238)
H (-0.0384, -1.1394, -2.8899)
H (-1.3937, -1.7440, -3.9522)
H (-0.8110, 0.3098, -1.1734)
H (-2.6219, 0.3096, -0.7289)
H (-2.5010, -3.0229, 1.2603)
H (-2.4471, -3.1767, -0.5664)
H (-5.2534, -0.5427, 1.2309)
H (0.3403, -1.8205, -0.8950)
H (-0.2184, -3.2371, 0.1004)
H (1.9622, -1.8955, 0.6500)
H (2.1555, -3.1421, 4.2829)
H (0.8433, 0.2088, 0.1989)
H (2.2149, 2.4952, 2.2685)
H (3.7650, 0.0519, 0.7068)
H (-0.7327, 1.2725, 1.8970)
H (-0.3092, -0.0046, 3.1333)
C (0.2620, 0.5114, 5.5898)
C (-0.5148, 1.6317, 5.3081)
C (-1.7178, 1.8300, 5.9753)
C (-2.1531, 0.9010, 6.9199)
C (-1.3860, -0.2324, 7.1851)
C (-0.1711, -0.4195, 6.5262)
C (-1.8596, -1.2527, 8.1504)
O (-1.1864, -2.2410, 8.3836)
C (-3.1657, -1.0548, 8.8180)
C (-3.6518, -2.0330, 9.6854)
C (-4.8713, -1.8496, 10.3269)
C (-5.6053, -0.6853, 10.1122)
C (-5.1275, 0.2895, 9.2446)
C (-3.9111, 0.1026, 8.5881)
C (-3.4283, 1.1307, 7.6390)
O (-4.0700, 2.1474, 7.4462)
H (1.2057, 0.3614, 5.0746)
H (-0.1804, 2.3521, 4.5687)
H (-2.3171, 2.7072, 5.7557)
H (0.4362, -1.2929, 6.7387)
H (-3.0838, -2.9406, 9.8596)
H (-5.2498, -2.6139, 10.9971)
H (-6.5532, -0.5400, 10.6189)
H (-5.7057, 1.1919, 9.0777)
C (1.6023, -0.9012, -10.2073)
C (2.6230, -0.5491, -11.0872)
C (3.6100, 0.3440, -10.6875)
C (3.5725, 0.8981, -9.4086)
C (2.5365, 0.5640, -8.5355)
C (1.5573, -0.3462, -8.9341)
C (2.4570, 1.1824, -7.1924)
O (1.5534, 0.8878, -6.4269)
C (3.4869, 2.1706, -6.7962)
C (3.3941, 2.8050, -5.5572)
C (4.3632, 3.7239, -5.1717)
C (5.4333, 4.0061, -6.0174)
C (5.5267, 3.3806, -7.2546)
C (4.5483, 2.4687, -7.6506)
C (4.6385, 1.8348, -8.9862)
O (5.5714, 2.0844, -9.7272)
H (0.8376, -1.6053, -10.5172)
H (2.6501, -0.9733, -12.0851)
H (4.4053, 0.6106, -11.3751)
H (0.7570, -0.6199, -8.2552)
H (2.5647, 2.5875, -4.8926)
H (4.2860, 4.2201, -4.2099)
H (6.1930, 4.7180, -5.7129)
H (6.3596, 3.6078, -7.9113)


# 6
Entry from the Open Molecules 2025 dataset: C23H43BrCsFILiNO16P as an isolated structure (wB97M-V/def2-TZVPD).

The value obtained for the HOMO energy is -6.32 eV. As for the HOMO-LUMO gap: 5.2620 eV. Its charge is 0.

Atoms and positions in Å:
C (0.2443, -0.4541, 0.1252)
C (-0.5013, 0.7136, -0.4376)
C (-1.8380, 0.9553, -0.4904)
C (-2.8893, -0.0406, -0.1448)
C (-4.0722, 0.5752, 0.6137)
C (-5.2844, 1.0412, -0.2162)
I (-6.3658, -0.5915, -1.1333)
C (-1.9457, 2.4065, -0.8076)
O (-2.7181, 3.0325, -0.1257)
O (-0.7891, 2.9790, -1.3605)
C (0.0643, 1.8821, -1.1997)
O (0.8971, 1.6994, -2.0434)
H (1.2254, -0.6564, -0.3229)
H (0.4625, -0.0978, 1.1780)
H (-0.3705, -1.3406, 0.3136)
H (-2.5087, -0.9967, 0.2204)
H (-3.3254, -0.3127, -1.1342)
H (-4.5044, -0.2393, 1.2294)
H (-3.7139, 1.3824, 1.2784)
H (-5.9060, 1.6002, 0.4977)
H (-4.9911, 1.6994, -1.0472)
Li (-5.9179, 2.2472, 2.2335)
Br (-2.6550, 3.5977, 2.1233)
O (-4.7076, 2.7848, 4.6639)
H (-4.3342, 2.9878, 5.5281)
H (-4.1530, 3.2906, 4.0398)
O (-0.0326, 0.4962, 3.3185)
H (0.5884, 1.2196, 3.3434)
C (-4.5321, -3.2950, 2.4846)
O (-4.6546, -1.8998, 2.7694)
H (-4.7100, -3.4485, 1.4209)
H (-3.5320, -3.6332, 2.7339)
H (-5.2672, -3.8594, 3.0581)
H (-4.4915, -1.7873, 3.7107)
O (1.2514, -4.2218, -4.4418)
P (2.6521, -3.8098, -4.0880)
O (2.7159, -4.1989, -2.4904)
C (2.6657, -5.5678, -2.1143)
C (3.9153, -6.3219, -2.5337)
O (2.4430, -2.1888, -3.9690)
C (1.2777, -1.5545, -4.4987)
C (0.1822, -1.4577, -3.4563)
O (4.3102, -3.5101, -4.1344)
C (5.0642, -4.0806, -5.2112)
C (4.4586, -3.7920, -6.5713)
H (1.7695, -6.0386, -2.5291)
H (2.5765, -5.5898, -1.0274)
H (3.9340, -6.4626, -3.6202)
H (3.9459, -7.3105, -2.0725)
H (4.8151, -5.7727, -2.2553)
H (0.9337, -2.0659, -5.3981)
H (1.5750, -0.5492, -4.8047)
H (0.0121, -2.4092, -2.9498)
H (-0.7572, -1.1382, -3.9129)
H (0.4553, -0.7388, -2.6847)
H (5.1589, -5.1602, -5.0588)
H (6.0673, -3.6557, -5.1575)
H (3.4777, -4.2710, -6.6786)
H (5.1026, -4.1717, -7.3653)
H (4.3149, -2.7199, -6.7113)
C (-0.4658, -6.1392, 5.4397)
C (-0.2096, -5.5972, 4.0595)
O (-1.4972, -5.6352, 3.4676)
C (-2.3896, -5.4892, 4.4871)
O (-3.5304, -5.2083, 4.3380)
O (-1.8009, -5.6961, 5.6927)
F (0.6208, -6.4064, 3.3569)
H (-0.4326, -7.2299, 5.4708)
H (0.2260, -5.7443, 6.1805)
H (0.1726, -4.5745, 4.0381)
C (-0.2186, 4.9110, 5.3149)
C (-1.0965, 3.9878, 6.0695)
N (-1.7749, 3.2910, 6.6583)
H (-0.7789, 5.7995, 5.0257)
H (0.6301, 5.2100, 5.9353)
H (0.1586, 4.4189, 4.4152)
Cs (1.1551, 3.6947, 3.0807)
C (3.8600, 11.3533, -1.1331)
O (3.0581, 10.3969, -1.8256)
C (2.8435, 9.2692, -1.1467)
O (3.2594, 9.0175, -0.0461)
O (2.0884, 8.4705, -1.8999)
C (1.7790, 7.2172, -1.2910)
H (3.9626, 12.2196, -1.7818)
H (3.3758, 11.6641, -0.2081)
H (4.8509, 10.9494, -0.9290)
H (1.2120, 7.3660, -0.3720)
H (2.6884, 6.6500, -1.0945)
H (1.1652, 6.6539, -1.9889)


- Which value of charge does entry 2 give?
  0


- What is the charge in the first record?
  0


- charge of number 4 (C7H12)?
  0